Below is C5H6O in the gas phase, with properties calculated with ωB97M-V/def2-TZVPD.

E_HOMO	-9.4	eV
HOMO-LUMO gap	0.351	hartree
relative energy (zero: lowest compared OMol25 entry of this formula, charge and spin)	30.5	kcal per mole

XYZ file:
```
12
Properties=species:S:1:pos:R:3:forces:R:3:mulliken_charge:R:1
C -0.495413 -1.102986 -1.139843 -0.3 0.2 -0.1 -0.890
C -0.515686 0.232624 -1.213521 -0.1 -0.3 -0.1 -0.030
C -0.511267 1.122917 -0.058275 0.1 -0.2 0.1 -0.220
C 0.171617 0.825349 1.052713 0.2 0.0 0.2 -0.217
C 1.043955 -0.358348 1.260799 0.1 -0.1 0.4 -0.197
O 1.242691 -0.789451 2.380074 0.0 0.1 -0.6 -0.485
H -0.717039 -1.660141 -0.227202 0.4 0.3 -0.1 0.356
H -0.338536 -1.683012 -2.038721 -0.2 -0.1 0.0 0.252
H -0.532524 0.697832 -2.197154 0.2 0.0 0.1 0.318
H -1.048776 2.064155 -0.122776 0.0 -0.1 0.0 0.353
H 0.153428 1.467387 1.927731 -0.1 0.1 -0.1 0.333
H 1.547551 -0.816327 0.376176 -0.2 0.3 0.3 0.428
```
Forces are in eV/Å.